Record 1
The following is a quantum chemistry calculation of C4H8O2 in the gas phase, from OMol25.

## Properties
- Structure (SMILES): OCC[C@H]1CO1
- 2S+1: 1

CARTESIAN COORDINATES (ANGSTROEM)
1 O 1.82 0.94 -0.52
2 C 1.66 -0.33 0.08
3 C 0.22 -0.89 0.00
4 C -0.75 0.12 -0.55
5 C -2.00 0.45 0.12
6 O -0.88 1.32 0.21
7 H 1.21 1.54 -0.07
8 H 2.34 -1.00 -0.47
9 H 2.00 -0.31 1.12
10 H 0.18 -1.79 -0.63
11 H -0.11 -1.20 1.00
12 H -0.68 0.30 -1.63
13 H -2.26 -0.07 1.05
14 H -2.84 0.83 -0.45

---

Record 2
The following is a quantum chemistry calculation of 12 unconnected molecules or ions with the total composition C31H92F3N8O15S, from OMol25.

## Properties
- Net charge: +1
- 2S+1: 1

CARTESIAN COORDINATES (ANGSTROEM)
1 N -2.17 -4.34 1.35
2 H -2.84 -3.81 1.88
3 H -1.66 -3.75 0.71
4 H -2.81 -4.96 0.88
5 H -1.49 -4.90 1.84
6 N -2.62 1.35 3.67
7 H -2.25 1.56 2.75
8 H -3.34 1.97 4.01
9 H -1.89 1.34 4.36
10 H -2.92 0.38 3.64
11 C 0.87 -0.43 1.11
12 F 1.28 -1.64 0.75
13 F 1.11 -0.09 2.37
14 F 1.50 0.46 0.35
15 S -1.00 -0.28 0.77
16 O -1.14 -0.49 -0.67
17 O -1.61 -1.40 1.49
18 O -1.39 1.08 1.29
19 C -5.64 1.02 -0.25
20 C -4.82 -0.19 -0.78
21 O -5.03 -1.38 -0.04
22 O -5.35 1.38 1.12
23 H -6.68 0.87 -0.54
24 H -5.46 1.88 -0.90
25 H -3.77 0.08 -0.66
26 H -5.00 -0.49 -1.82
27 H -4.95 -1.19 0.90
28 H -5.42 0.62 1.70
29 C 3.23 2.96 0.37
30 C 4.45 2.37 1.09
31 O 4.66 2.89 2.39
32 O 3.41 4.33 0.29
33 H 2.28 2.92 0.92
34 H 3.03 2.69 -0.67
35 H 5.36 2.68 0.59
36 H 4.39 1.28 1.09
37 H 4.63 3.85 2.36
38 H 3.39 4.70 1.18
39 C -0.05 3.82 2.83
40 C 1.02 3.25 3.72
41 O 1.44 4.10 4.81
42 O -1.30 3.98 3.55
43 H -0.22 3.15 1.99
44 H 0.36 4.78 2.51
45 H 1.89 3.11 3.08
46 H 0.71 2.27 4.08
47 H 1.33 3.65 5.65
48 H -2.00 4.04 2.90
49 C -2.79 -1.07 -4.44
50 C -1.76 0.08 -4.34
51 C -1.83 1.02 -5.59
52 O -0.75 1.97 -5.68
53 C -0.80 2.61 -6.93
54 N -1.88 0.94 -3.09
55 H -3.76 -0.58 -4.55
56 H -2.97 -1.60 -3.50
57 H -2.65 -1.87 -5.17
58 H -0.82 -0.46 -4.27
59 H -2.74 1.57 -5.83
60 H -1.65 0.39 -6.45
61 H -1.75 3.06 -7.18
62 H -0.62 1.91 -7.74
63 H -0.03 3.39 -6.92
64 H -1.11 1.59 -3.03
65 H -1.65 0.33 -2.31
66 C 0.40 -3.27 -2.11
67 C -0.88 -4.00 -2.08
68 C -0.79 -5.43 -1.53
69 O 0.33 -6.07 -2.17
70 C 0.34 -7.49 -2.05
71 N -1.68 -3.23 -1.19
72 H 0.36 -2.25 -2.48
73 H 0.87 -3.76 -2.96
74 H 1.01 -3.39 -1.21
75 H -1.22 -4.02 -3.12
76 H -1.73 -5.96 -1.70
77 H -0.56 -5.38 -0.47
78 H 0.09 -7.79 -1.03
79 H 1.35 -7.89 -2.18
80 H -0.29 -8.10 -2.70
81 H -1.40 -2.27 -1.36
82 H -2.62 -3.21 -1.55
83 C 0.37 5.71 -2.62
84 C 0.52 4.81 -3.94
85 C 1.44 3.60 -3.72
86 O 0.89 2.54 -2.84
87 C 1.59 1.34 -2.92
88 N -0.84 4.37 -4.07
89 H 1.37 6.01 -2.30
90 H -0.07 5.20 -1.77
91 H -0.19 6.62 -2.83
92 H 0.77 5.43 -4.80
93 H 2.48 3.82 -3.48
94 H 1.54 3.15 -4.71
95 H 2.66 1.52 -2.81
96 H 1.33 0.83 -3.84
97 H 1.25 0.64 -2.17
98 H -0.92 3.93 -3.16
99 H -0.76 3.58 -4.70
100 C -2.82 3.49 -0.01
101 C -3.54 4.42 0.96
102 C -4.89 4.83 0.31
103 O -5.62 5.78 1.06
104 C -5.17 7.18 1.04
105 N -3.74 3.63 2.10
106 H -2.80 3.93 -1.00
107 H -3.18 2.48 -0.19
108 H -1.77 3.42 0.29
109 H -2.94 5.31 1.18
110 H -5.50 3.94 0.19
111 H -4.70 5.39 -0.60
112 H -4.12 7.35 1.25
113 H -5.78 7.73 1.76
114 H -5.33 7.57 0.03
115 H -4.35 2.96 1.67
116 H -4.38 4.05 2.76
117 C 1.25 -5.12 2.62
118 C 0.35 -5.03 3.88
119 C 0.21 -3.55 4.34
120 O 1.19 -3.22 5.33
121 C 2.45 -2.79 4.86
122 N -0.98 -5.60 3.76
123 H 0.73 -4.62 1.81
124 H 1.36 -6.19 2.40
125 H 2.26 -4.72 2.64
126 H 0.88 -5.48 4.72
127 H -0.77 -3.36 4.79
128 H 0.18 -2.85 3.51
129 H 2.46 -1.89 4.25
130 H 3.00 -3.66 4.51
131 H 2.98 -2.33 5.70
132 H -0.96 -6.61 3.85
133 H -1.46 -5.25 4.57
134 C 7.96 -5.03 1.07
135 C 7.33 -3.76 0.59
136 C 6.19 -3.26 1.52
137 O 5.49 -2.26 0.85
138 C 4.42 -1.73 1.60
139 N 8.39 -2.78 0.54
140 H 8.55 -4.93 1.98
141 H 8.62 -5.43 0.30
142 H 7.18 -5.74 1.32
143 H 6.97 -3.87 -0.43
144 H 6.53 -2.92 2.50
145 H 5.50 -4.08 1.72
146 H 4.82 -1.22 2.47
147 H 3.79 -2.50 2.04
148 H 3.77 -1.01 1.12
149 H 9.02 -3.11 -0.18
150 H 7.98 -1.91 0.21

---

Record 3
The following is a quantum chemistry calculation of a molecular structure, C48H47BrKN6OS3Sb, from OMol25.

## Properties
- Net charge: -2
- 2S+1: 1

CARTESIAN COORDINATES (ANGSTROEM)
1 K -0.42 0.19 0.16
2 C 3.10 3.63 0.92
3 C 1.74 2.97 0.94
4 N 1.15 2.57 -0.11
5 N 1.79 2.68 -1.30
6 C 1.07 2.57 -2.46
7 N 1.89 2.39 -3.55
8 S -0.56 2.72 -2.55
9 C 1.08 2.67 2.25
10 C 1.48 3.29 3.43
11 C 0.98 2.83 4.64
12 C 0.11 1.76 4.64
13 C -0.29 1.25 3.41
14 N 0.17 1.70 2.25
15 H 3.83 3.01 0.39
16 H 3.49 3.78 1.92
17 H 3.04 4.59 0.40
18 H 2.79 2.74 -1.34
19 H 2.70 1.80 -3.39
20 H 1.37 2.14 -4.37
21 H 2.17 4.13 3.42
22 H 1.29 3.29 5.57
23 H -0.27 1.33 5.56
24 H -1.01 0.43 3.36
25 S -1.77 -1.96 -1.97
26 C -3.33 -1.97 -1.20
27 C -3.94 -3.19 -0.88
28 C -5.22 -3.29 -0.33
29 C -5.79 -4.58 -0.07
30 N -6.25 -5.62 0.14
31 C -5.93 -2.11 -0.06
32 C -5.34 -0.88 -0.34
33 C -4.06 -0.75 -0.90
34 S -3.40 0.82 -1.21
35 C -7.25 -2.15 0.52
36 N -8.31 -2.16 0.97
37 H -3.39 -4.10 -1.09
38 H -5.89 0.02 -0.12
39 C 2.55 -2.84 7.34
40 C 1.24 -2.98 6.58
41 C 0.82 -4.46 6.61
42 C 0.17 -2.15 7.30
43 C 1.36 -2.50 5.13
44 C 0.28 -2.62 4.26
45 C 0.36 -2.15 2.97
46 Br -1.17 -2.35 1.83
47 C 1.50 -1.50 2.41
48 O 1.50 -1.02 1.23
49 C 2.63 -1.43 3.31
50 C 2.52 -1.91 4.61
51 C 3.94 -0.79 2.81
52 C 5.03 -0.82 3.88
53 C 4.47 -1.55 1.58
54 C 3.70 0.67 2.43
55 H 2.40 -3.16 8.38
56 H 2.90 -1.80 7.36
57 H 3.34 -3.46 6.90
58 H 0.73 -4.80 7.65
59 H 1.57 -5.07 6.11
60 H -0.13 -4.62 6.11
61 H 0.08 -2.44 8.35
62 H -0.81 -2.27 6.83
63 H 0.43 -1.08 7.26
64 H -0.66 -3.07 4.58
65 H 3.38 -1.83 5.26
66 H 5.29 -1.85 4.17
67 H 4.74 -0.27 4.78
68 H 5.93 -0.35 3.47
69 H 4.63 -2.60 1.81
70 H 5.43 -1.12 1.26
71 H 3.76 -1.47 0.76
72 H 3.34 1.24 3.29
73 H 2.95 0.72 1.64
74 H 4.63 1.13 2.07
75 C 6.16 -2.45 -3.63
76 C 5.56 -3.40 -2.80
77 C 4.31 -3.15 -2.24
78 C 3.63 -1.96 -2.50
79 C 4.25 -1.03 -3.33
80 C 5.50 -1.26 -3.89
81 Sb 1.57 -1.55 -1.82
82 C 0.96 -1.69 -3.89
83 C 1.49 -2.64 -4.77
84 C 1.09 -2.67 -6.10
85 C 0.16 -1.75 -6.57
86 C -0.37 -0.81 -5.71
87 C 0.02 -0.78 -4.37
88 C 1.25 -3.57 -1.20
89 C 0.53 -4.49 -1.96
90 C 0.35 -5.79 -1.50
91 C 0.87 -6.19 -0.28
92 C 1.58 -5.28 0.50
93 C 1.77 -3.98 0.04
94 H 7.13 -2.65 -4.07
95 H 6.07 -4.33 -2.60
96 H 3.86 -3.90 -1.61
97 H 3.73 -0.11 -3.57
98 H 5.95 -0.52 -4.54
99 H 2.23 -3.36 -4.42
100 H 1.51 -3.42 -6.77
101 H -0.16 -1.78 -7.61
102 H -1.12 -0.10 -6.05
103 H -0.45 -0.07 -3.70
104 H 0.07 -4.18 -2.89
105 H -0.23 -6.49 -2.10
106 H 0.71 -7.20 0.08
107 H 1.97 -5.57 1.47
108 H 2.29 -3.27 0.66

---

| no. | LUMO (hartree) | HOMO energy (eV) |
| --- | --- | --- |
| 1 | 0.0394 | -10.2 |
| 2 | -0.1112 | -10.5 |
| 3 | 0.1177 | -1.0 |